Molecular formula: C25H33O2STi
Method: DFT, ωB97M-V with the def2-TZVPD basis set

Geometry as XYZ:
```
62
Properties=species:S:1:pos:R:3:forces:R:3
H -1.84832 2.54251 -5.43801 -0.1685 0.3678 -0.0610
H 1.68573 0.36807 -5.01542 0.1773 0.1114 -0.1343
C 1.00562 -4.17615 3.68114 0.0648 0.0557 -0.2349
C 0.12358 -2.06928 -6.20173 0.1412 0.6097 0.9484
C 1.63231 1.23532 -4.35520 -1.1346 0.2188 0.5448
C 0.75626 0.85429 0.78723 1.6750 0.1966 -0.8914
C 2.54234 0.73884 -0.71429 -1.1084 0.5515 1.0103
H 1.04218 -3.99375 -5.97468 0.0178 -0.0423 0.6560
H -1.12109 2.73060 -2.20137 0.1906 0.2041 -0.0557
H 0.93218 -4.61618 4.67839 -0.0213 0.1027 -0.3506
C 1.11260 -3.00815 -5.49788 0.0320 0.3807 -0.6159
H -2.19156 1.53806 -4.01201 0.1791 0.0861 -0.3272
H 0.80062 2.54727 -5.94803 0.2606 0.1252 -0.9237
H 1.66759 3.40806 -4.65326 0.0658 0.5392 0.0528
H -1.13676 4.03726 -3.41975 -0.3034 0.3777 0.0214
H -0.07694 2.75115 -0.10972 -0.0565 -0.2359 -0.1023
H -2.54680 0.34921 -2.35883 0.5037 -0.3436 0.5812
O -0.03433 -1.71978 -3.69074 0.1370 -1.1220 -4.4982
H -1.23275 0.90390 -5.37397 0.0866 0.4869 0.2133
C -1.91970 -1.68154 -1.58865 -0.9966 0.1394 0.4302
H 0.92774 -1.14997 2.16573 0.1669 -0.4092 -0.0717
H -1.28549 -3.15898 0.00288 -0.0513 0.2955 -0.0578
H 3.45801 0.44925 -1.18406 0.3479 -0.1501 -0.1658
C -1.94380 0.16979 -0.19398 -0.2679 -1.4992 -0.0366
C 1.07246 2.55441 -4.91687 -0.4227 -0.4996 0.0830
H 0.61049 -1.18516 -6.59647 0.1806 0.3455 0.1854
H 0.83062 -2.12515 4.40206 0.0184 -0.4601 -0.5607
C -0.83997 -1.73565 -5.05561 -0.3684 -0.8894 1.3164
C 1.76153 1.88670 -1.03825 -0.7771 -0.8916 1.4077
H 2.50270 1.31307 -3.71441 0.4077 -0.0008 -0.1784
C -1.51072 -0.97252 0.57983 -1.1316 -0.2900 -0.8421
H 2.02815 2.64280 -1.74229 -0.0354 0.0922 -0.5776
H 2.12396 -2.65941 -5.68563 0.1914 0.0185 0.2760
H -1.44802 -0.84696 -5.22534 0.2869 -0.1784 0.6191
H -1.50658 -2.64173 -4.94514 0.3516 1.0417 0.0379
H 1.58190 -3.05920 -3.35968 -0.5808 -0.0230 0.0463
C 1.32724 -4.44309 1.29757 -0.1605 0.5921 0.3640
O 0.46815 1.13495 -3.50287 0.1390 -1.2433 0.6844
C 1.04411 -2.22677 2.25526 0.0768 0.0125 -0.3680
H 1.48120 -5.04420 0.41035 -0.0073 -0.1018 0.1334
H -0.05064 -3.73939 -3.86689 0.4920 -0.3524 0.3979
C -1.43560 1.79928 -4.76810 0.0730 -0.2998 -0.2704
S 1.58488 -2.57048 -0.53320 0.5401 -0.8219 -0.5041
H 0.25078 0.81644 1.75605 0.0479 -0.1039 -0.5205
H -2.11915 1.14775 0.22235 0.2977 0.0983 -0.1768
H -2.19232 -2.31950 -2.43878 0.5804 0.4198 0.4666
C -0.54700 3.24708 -2.97730 0.2225 0.3176 -0.1094
H 0.37396 3.67234 -2.59634 -0.1229 0.1553 0.5040
H -0.35287 -2.50829 -7.07137 -0.4411 -0.2711 0.1628
H 2.56259 -0.45989 1.16591 -0.4114 -0.2599 -0.5729
H -1.35630 -0.96828 1.65276 0.2439 -0.0416 -0.3375
C 1.99456 0.14391 0.46107 -0.6996 1.6917 -0.1663
C -1.50486 -2.13605 -0.28454 -1.8258 0.6104 0.0783
H 1.16427 -6.08432 2.66886 0.0613 0.2163 -0.0157
Ti 0.06616 -0.90189 -0.95419 2.3335 3.4127 0.2077
C -0.18085 2.28222 -4.05098 -0.0305 -0.6369 -0.3265
C 1.16319 -5.00189 2.54804 -0.0373 0.2078 0.8512
C 1.27902 -3.04215 1.13067 -0.1175 -0.8167 0.5060
C 0.64334 1.94364 -0.16118 1.2596 -0.6183 0.0269
C 0.70528 -2.96069 -4.01400 -0.0381 0.0520 0.5030
C 0.95180 -2.78546 3.52539 -0.0930 -0.5657 0.2823
C -2.16355 -0.25436 -1.52313 -0.4412 -0.9647 0.4553
```
Positions in Å, forces in eV/Å.

## Properties
- 2S+1 = 2
- orbital gap (spin up / spin down) (Eh) = 0.25258 / 0.25987
- charge = 0

---

Molecular formula: C25H33O2TeTi
Method: DFT, ωB97M-V with the def2-TZVPD basis set

Geometry as XYZ:
```
62
Properties=species:S:1:pos:R:3:forces:R:3
C 0.81390 2.22930 0.31020 -0.4392 -0.2590 0.0021
H 1.92070 -0.33190 -2.77860 0.1440 0.0844 0.0706
C 1.80080 0.49360 1.43100 -0.2225 0.2022 0.1467
H 0.18540 3.07210 0.07670 -0.0189 0.0762 0.0119
H -1.40840 2.43620 -2.08630 -0.1462 0.0263 0.0796
C -2.05270 0.19940 -3.68640 -0.0343 -0.0715 0.0765
H 2.04740 -0.23240 2.18620 0.0323 0.1032 0.1067
C 2.59700 -2.38450 3.28530 -0.5065 -0.0449 0.2189
H 0.11240 -0.08690 -5.17990 0.0413 -0.0869 -0.0155
H -0.46510 -1.51970 -9.99320 -0.0345 -0.0223 0.0104
C 0.91290 -0.49760 -3.14490 0.1989 -0.0208 -0.0584
C -1.92460 0.71650 1.21110 0.0736 0.1100 -0.0708
C -2.12160 -1.01460 -0.25350 0.2070 0.1407 -0.2337
H 1.09610 1.22550 -4.50340 0.0432 0.0238 0.0152
H 0.86810 0.32020 -7.97070 0.0527 -0.0057 0.0052
Ti 0.00000 0.00000 0.00000 0.1691 -0.1092 0.3312
C 1.53070 -2.76100 5.43070 0.0447 0.0249 -0.3571
H 1.69000 -2.58380 -10.42410 -0.0131 -0.0192 0.0068
C 1.74960 1.62060 -0.54870 -0.0667 -0.2562 -0.1967
H 3.05430 -0.14650 -0.27990 0.1757 -0.0015 0.0103
H 2.54370 -1.31120 -9.55170 0.0356 0.0275 0.0106
H -2.74590 1.05640 -0.81240 -0.0146 0.0479 -0.0746
H -1.29060 -2.53660 1.11910 -0.3619 -0.0205 0.0321
H 0.77070 -3.49470 -8.39380 -0.0222 0.0644 0.0318
C -1.46770 -0.45880 1.85280 0.3756 0.5165 -0.0231
C 1.40250 -2.70260 2.61470 -0.1650 0.0572 0.1485
C 1.39280 -2.60270 -8.25950 0.0524 -0.2122 -0.0122
C -2.32830 0.37730 -0.09060 0.0912 -0.0828 0.0185
H 3.57490 -2.14500 5.19310 0.0420 -0.0173 -0.0585
C 0.25620 -0.55980 -8.19880 0.0166 0.0154 0.0450
H -0.52390 -3.38950 5.35600 0.0076 -0.0247 -0.0685
H -2.27330 -1.58300 -1.15340 -0.1315 -0.0627 -0.0935
H -1.33630 2.80640 -3.80860 -0.0126 -0.0094 -0.0327
O 0.70900 -1.66960 -7.41490 -0.0477 0.1520 0.0257
H -2.35780 0.53700 -4.67670 0.0161 0.0420 -0.0062
C 2.65670 -2.40720 4.68490 -0.4774 -0.1548 -0.2718
C 2.35000 0.55300 0.13050 -0.1563 -0.0803 -0.3586
H 0.30330 1.78690 2.42690 0.0008 0.0342 0.0893
C 0.87240 1.54760 1.54690 0.0664 -0.1524 0.1567
O -0.08010 0.04920 -2.22660 0.0147 -0.1895 1.2429
H -1.06020 -0.52250 2.84770 0.0203 -0.0240 0.0916
C 0.28440 -3.08590 3.38090 0.6184 0.2561 0.2210
C 1.62270 -1.89410 -9.58510 0.0707 0.0076 0.0014
H -2.83210 0.47620 -2.98240 -0.1150 0.0465 0.0840
C -0.72510 0.82060 -3.32530 -0.2024 0.0757 -0.3912
Te 1.33840 -2.59340 0.44200 0.0079 0.0414 0.3779
C 0.41980 0.40930 -4.26390 0.0002 -0.0578 -0.1686
H -1.95190 1.70420 1.63660 -0.0608 0.0547 0.0523
C 0.34730 -3.10650 4.77830 0.4395 0.1493 -0.3145
H 0.14580 2.73510 -2.85740 0.1231 0.0600 -0.0030
H 0.75710 -1.56310 -3.28010 -0.1014 -0.1078 -0.0730
H -0.77480 -0.33440 -7.92420 -0.0641 -0.0282 0.0009
H -0.64480 -3.36750 2.92370 -0.1952 -0.1184 -0.2582
H 0.55560 -0.11880 -10.31790 0.0045 0.0217 0.0088
H 1.93340 1.89200 -1.57360 0.0484 0.0567 -0.0711
C -0.83240 2.28420 -2.99590 0.0906 0.0134 0.0744
H 1.57480 -2.77290 6.51340 0.0212 0.0004 -0.0716
C 0.41340 -0.96970 -9.65440 -0.0708 0.0297 -0.0677
C -1.60790 -1.52400 0.95300 0.2136 -0.2405 -0.2942
H -1.97830 -0.88550 -3.70520 0.0412 -0.1000 -0.0925
H 3.47470 -2.10150 2.72330 0.0853 -0.0110 -0.0841
H 2.31780 -2.90720 -7.76860 -0.0052 0.0296 0.0159
```
Positions in Å, forces in eV/Å.

## Properties
- orbital gap (Eh) = 0.23290
- charge = +1

---

Molecular formula: C25H34AsF6LaN4O2PS3
Method: DFT, ωB97M-V with the def2-TZVPD basis set

Geometry as XYZ:
```
77
Properties=species:S:1:pos:R:3:forces:R:3
C -1.08981 4.32151 -0.60591 0.3821 -0.5961 -0.3516
H -0.42564 -5.47321 -0.07901 0.8836 -0.2063 -0.4364
H -3.51890 0.82420 -2.44915 -0.2088 -0.2257 -0.0177
C -3.17173 -4.36700 2.19873 1.4430 1.6607 -0.0153
H 2.23001 -3.92063 -3.98361 0.2732 -0.1032 -0.1234
C -2.47914 -3.71466 1.14859 -0.3567 -0.1767 -0.0941
C 1.85835 5.06845 1.75306 0.5755 -0.1816 -0.9031
H -2.30257 -3.32945 -3.82662 -0.4115 -0.6814 0.6466
H 1.30221 5.36324 0.83436 -0.1709 -0.6301 0.8480
H -3.19719 -6.01405 -1.30737 -0.3022 0.4948 0.2649
C -2.75641 -3.91474 -2.97775 0.6301 -0.4627 -1.2760
F -0.32229 4.36132 4.92789 0.3842 -0.5331 0.1133
S 0.76305 -1.13634 0.65942 0.6746 -0.0250 0.1832
H -3.81691 -3.65065 -2.96775 0.0664 -0.1978 0.1365
H -3.11628 -3.96427 3.20241 0.1830 0.0329 0.0179
C -3.39516 0.78196 -1.37073 -0.4972 1.9152 0.5282
C 2.12271 -5.40311 -2.40954 0.8259 -0.8450 -0.1462
C 0.21231 -5.21057 -0.94477 -1.4417 1.3985 -0.3843
H -1.83166 -2.81057 1.31986 -0.9769 -0.9085 -0.1330
H 0.88890 0.69593 -2.08261 0.1927 0.3551 0.0475
C -2.58500 -4.25729 -0.14564 0.1222 -0.1796 0.7335
C 1.28269 1.72023 -2.18165 1.1755 0.0146 -0.7583
H 1.87973 -6.50959 -0.49417 -0.6314 0.7119 -1.4842
H 3.00824 -6.02013 -2.73916 -0.8768 1.1007 0.4757
H 3.06478 3.85094 -1.89838 -1.0001 -0.5915 0.7472
H -3.86429 3.24129 -2.38965 0.6981 -0.1466 1.1528
N 2.09827 2.07099 -0.99026 -0.3627 1.2024 -0.3401
O -0.20405 5.18457 -0.75004 -1.1292 -1.0935 0.7740
F -2.14278 2.68691 4.76713 -0.2146 -0.0117 -0.3552
H 4.12574 2.55514 2.53990 -0.7470 0.4144 -0.1629
F 1.31123 2.55777 4.11377 -1.0141 0.5610 0.1101
H 3.78132 4.95236 0.02782 -0.2677 -0.7258 0.3493
F -0.71526 3.22392 2.80414 0.3029 0.1104 0.7031
P -1.87776 -3.28823 -1.49380 -0.0676 0.2358 0.0840
H 0.17653 -2.74186 -3.23466 0.0336 0.3067 -0.7550
H 1.89114 1.78724 -3.15792 -0.6671 -0.0971 1.3636
N -2.71578 2.07019 -1.00132 0.0556 -0.2143 -0.0458
C 2.46097 3.55338 -0.97072 1.8189 -0.8883 -0.8763
C -1.73001 2.07504 -0.02761 0.5651 -1.5886 -0.4997
H -4.36951 0.77866 -0.83644 0.5676 -0.3778 -0.4981
H -4.29465 -5.98784 2.86470 -0.6042 -0.0349 -0.2543
F -0.27906 2.06354 6.12672 0.5969 0.4202 -0.9900
As -0.46231 2.69843 4.52763 0.1468 -0.9786 -0.0257
N -0.89826 3.11716 0.14076 -0.5279 1.8571 -1.3868
S 3.12435 -0.12536 2.25814 -0.3011 -0.5670 -0.1778
C -3.04828 3.25896 -1.61889 0.1450 1.1881 -0.3313
H -2.77146 -0.03739 -1.08341 0.2596 -0.4334 0.2128
H 3.63665 1.09713 0.07103 0.1978 0.3937 -0.9305
H 4.17535 3.24731 0.41666 0.9527 -0.5057 -0.9840
C -0.32005 -4.15090 -1.74780 2.2021 -0.9644 -0.3661
C 3.37798 3.91990 0.20584 -1.4774 0.3885 0.0234
C 3.69234 3.57916 2.53885 0.3993 0.8144 -0.0583
H 0.47514 2.41677 -2.26270 -0.6225 0.4026 -0.0682
C -3.91721 -5.47920 1.98788 0.0257 -0.8439 -0.8464
C 2.33044 -1.32967 1.30941 -0.3674 0.9487 0.2074
C -2.35269 4.41481 -1.36357 -0.4887 -1.0322 0.6299
H -4.71746 -6.83037 0.53272 0.7404 -0.0156 -0.1001
La 0.81609 1.80638 1.43501 -0.2589 -1.0470 0.4272
C 1.67811 -4.30226 -3.14042 -0.1586 -0.2527 -0.1830
H -2.70665 5.41086 -1.61781 0.2218 -0.4123 -0.5358
H 3.00773 0.22588 -1.26202 -0.0863 -0.1726 -0.3004
H 3.32313 3.83265 3.54605 0.0397 -0.2266 -0.5299
C 3.28177 1.23532 -0.97952 0.7737 -0.4824 1.0496
C 1.43461 -5.79309 -1.26069 0.2894 -0.6363 1.3101
H 1.56013 4.14455 -0.90885 -0.2875 0.1185 -0.2124
N 2.62811 3.80887 1.47763 0.7993 0.4450 0.8784
H 4.57722 4.23689 2.30553 -0.8416 -0.2649 0.3346
H 2.56480 5.90809 1.85589 -0.0666 -0.2209 0.6389
C -3.25694 -5.47975 -0.35252 -0.3172 0.3266 0.2899
H 4.08141 1.60660 -1.64645 -0.2297 -0.0884 0.2221
C 0.49021 -3.67521 -2.81561 -0.6179 -0.5478 1.8013
H -2.58866 -5.01886 -3.19004 -0.3383 1.3553 0.2694
C -3.99391 -6.01965 0.68857 -0.5654 -0.4177 0.6070
H 1.22678 4.88655 2.63058 0.0877 0.5246 -0.2805
F -0.45886 1.06536 3.74675 -0.1625 0.5718 0.4236
O -1.46716 0.97015 0.57765 -0.0886 1.6813 -0.3229
S 3.22121 -2.72066 1.02545 0.0212 -0.1184 -0.0642
```
Positions in Å, forces in eV/Å.

## Properties
- 2S+1 = 2
- orbital gap (spin up / spin down) (Eh) = 0.29706 / 0.21559
- charge = 0

---

Table of energy relative to the best compared isomer or geometry (same formula, charge and spin) (kcal/mol), in record order: 73.28 0.00 35.97